A 12-piece molecular cluster, C72H180N12O24 overall, computed with ωB97M-V/def2-TZVPD.

```
288
Properties=species:S:1:pos:R:3:forces:R:3:mulliken_charge:R:1
C 2.68235 -5.71832 -0.14602 0.7613 -0.7025 -0.3520 -0.3655
O 3.38325 -6.19796 0.99787 -0.2323 0.2741 0.3772 -0.5477
C 3.66505 -5.14299 1.90865 0.4172 0.3761 -0.1035 1.1885
C 4.41471 -5.58749 3.16857 -0.1550 -1.0082 -0.1080 -1.2314
N 5.84570 -5.77346 2.98303 1.7157 0.1997 0.4858 0.0132
C 6.65588 -5.93264 4.24249 -0.7502 0.0461 -0.6543 -0.7633
C 8.12653 -6.32840 4.02575 0.3628 -0.0208 0.4236 -0.4602
O 8.80690 -6.38588 5.29288 1.0033 0.6441 0.2285 -0.3239
C 10.23565 -6.64908 5.22574 -0.5659 -0.4250 -0.9238 -0.7770
H 3.32972 -5.03971 -0.70145 -0.0545 0.4593 0.0014 0.3418
H 1.70513 -5.27681 0.04945 -0.0075 0.1840 0.4028 -0.1380
H 2.53429 -6.56909 -0.81112 -0.1112 -0.1393 0.1341 0.3955
H 2.76074 -4.58032 2.14045 -0.4932 -0.3145 0.4303 -0.5614
H 4.24861 -4.35983 1.42468 0.4774 -0.0101 -0.2783 0.0931
H 4.03624 -6.53632 3.54881 -0.7679 -0.1956 -0.0348 0.5173
H 4.20618 -4.87846 3.96975 0.3204 0.3473 -0.0800 0.2358
H 6.06382 -6.51421 2.33203 -0.3351 -0.1593 -0.0652 0.2515
H 6.34897 -6.73919 4.90836 -0.8215 -0.1206 0.1246 0.2914
H 6.44761 -4.99085 4.75017 0.7765 0.0433 0.3629 0.3367
H 8.65429 -5.68617 3.32069 0.0637 0.1482 -0.0531 0.3547
H 8.14046 -7.36061 3.67583 -0.1149 -0.0765 -0.6635 0.3039
H 10.44103 -7.67923 4.93469 -0.3404 -0.4155 0.1282 0.3132
H 10.78693 -6.48258 6.15120 -0.8005 0.2502 0.2792 0.2748
H 10.76863 -6.09752 4.45127 -0.3640 0.6387 -0.1288 0.3083
C 7.54168 -2.88212 2.20114 0.2353 -0.2850 -0.3352 -0.5527
O 7.82074 -1.93166 1.19911 1.4766 0.2303 0.3692 -0.5063
C 6.77256 -1.50932 0.39581 -0.8095 -0.4373 -0.3467 0.5985
C 7.33575 -0.63642 -0.72952 0.2611 1.1872 0.3764 -1.1198
N 6.35205 0.22650 -1.41963 -0.1654 -1.3302 0.5901 0.0649
C 5.22084 -0.46810 -2.02554 -0.1210 1.2497 -0.6465 1.7721
C 5.58797 -1.51517 -3.10325 -0.7764 -0.1799 2.3683 -1.0870
O 4.43724 -1.93341 -3.83247 0.5564 0.8265 -0.1761 0.2562
C 4.78741 -2.86452 -4.82212 0.7864 -0.3891 -0.3232 -1.1861
H 6.71426 -2.57240 2.83954 -0.0101 0.0635 0.2069 0.1352
H 8.46559 -3.03782 2.75814 -0.0809 0.4642 0.2819 0.3429
H 7.32752 -3.88127 1.82175 -0.4688 0.0289 -0.4348 0.2650
H 6.02504 -0.98172 0.98823 -0.1807 0.4118 0.0132 -0.1834
H 6.27743 -2.41314 0.04079 -0.3713 -0.1035 -0.5156 0.1604
H 8.00865 -1.20903 -1.36781 -0.2341 -0.4220 -0.3263 0.2546
H 8.00772 0.06486 -0.23480 0.1387 0.0364 0.2027 0.4347
H 6.75874 0.93201 -2.01709 0.1931 -0.2779 -0.0032 0.3194
H 4.60542 0.32692 -2.44660 -0.1806 0.0082 -0.3301 -0.7901
H 4.60947 -0.85955 -1.21246 0.0345 -0.5325 -0.0909 -0.7683
H 5.88505 -2.33346 -2.44732 0.4452 -0.7270 -0.4163 0.3373
H 6.48987 -1.18709 -3.61999 -0.3272 0.0990 -0.8600 0.3444
H 3.92127 -3.31980 -5.30234 -0.1257 0.0683 0.4204 0.3120
H 5.46310 -3.60834 -4.39989 -0.2951 -0.5533 0.2118 0.4655
H 5.39787 -2.44659 -5.62261 -0.0734 0.6063 -0.2188 0.2735
C 0.32454 -6.68753 2.03395 -0.4207 -0.3662 1.1547 -0.7249
O -0.30171 -5.50327 1.63813 -0.4391 1.3706 -0.3016 -0.0916
C -0.36473 -4.55151 2.73832 -0.9506 -0.3425 -0.2550 -0.7584
C -1.16494 -3.30044 2.34417 0.6604 -0.7298 -1.4862 0.7870
N -2.54729 -3.61230 2.01402 -1.0648 -0.0280 0.2880 -0.0981
C -3.23751 -2.47175 1.38975 1.0502 -0.2841 0.2334 1.2099
C -4.58137 -2.80685 0.75623 1.1632 0.0949 0.1958 -1.6443
O -4.26610 -3.73575 -0.29872 -0.5489 0.3485 0.8037 0.1725
C -5.43144 -4.27922 -0.83502 -0.9109 -0.5626 -0.9970 -1.0701
H 1.20054 -6.41366 2.62195 0.5160 -0.5037 -0.2985 0.2280
H 0.49332 -7.41195 1.23719 0.4177 0.7109 -0.4610 0.1082
H -0.32940 -7.25052 2.69991 -0.2771 -0.0086 0.4641 0.3313
H 0.65183 -4.30796 3.04715 0.0831 0.1871 0.0977 0.1088
H -0.90197 -5.04515 3.54813 0.1127 -0.1518 0.3607 0.6016
H -0.66372 -2.95611 1.43956 0.2238 0.3836 -0.4045 -0.3949
H -1.07662 -2.45415 3.02541 -0.0405 -0.4851 0.4074 -0.6234
H -2.57350 -4.31948 1.29339 0.3033 -0.4896 0.1059 0.4628
H -2.59702 -2.14275 0.57144 0.0653 0.4190 -0.4611 -0.0962
H -3.21346 -1.65663 2.11301 -0.5729 0.1480 0.0015 -1.0634
H -4.99098 -1.87565 0.36484 -0.1744 0.1150 -0.3731 0.2476
H -5.32729 -3.19134 1.45183 0.0943 -0.4621 0.0993 0.9493
H -6.10464 -4.76183 -0.12651 0.1696 0.0762 0.5517 0.3752
H -5.22660 -5.04654 -1.58158 0.5913 -0.0321 0.0765 0.3124
H -6.03516 -3.55423 -1.38093 -0.0343 0.4575 0.1042 0.2414
C 1.13761 2.13740 3.96421 -0.7197 -0.5350 0.6083 -0.7282
O 0.39546 1.23236 4.75074 0.2632 -0.3318 -0.1575 -0.5168
C -0.46640 0.42200 3.99250 0.0104 -0.5232 1.9318 0.5315
C -0.94012 -0.69488 4.94589 0.6740 -1.0646 -1.1642 -0.8582
N 0.10303 -1.78192 5.19619 -1.0448 0.5869 -0.4990 0.1197
C -0.42900 -2.86173 6.03173 0.4565 0.2750 -0.1995 -0.5738
C 0.67522 -3.78993 6.49467 0.8546 1.2760 0.2376 -0.6235
O 1.62561 -2.94072 7.20057 -0.4267 -0.5183 0.5406 -0.3758
C 2.76050 -3.65874 7.63241 0.6692 -0.5251 -0.7023 -0.5520
H 1.79830 2.58273 4.70803 0.2261 0.4651 -0.6653 0.3673
H 0.42084 2.81675 3.50289 0.3126 0.5926 -0.1048 0.3593
H 1.64259 1.58791 3.16976 0.4640 0.1728 -0.0914 0.1552
H 0.00876 -0.03225 3.12303 0.3764 -0.1257 -0.1298 -0.6434
H -1.31824 0.99427 3.62510 -0.3091 0.1273 0.0445 0.5247
H -1.74660 -1.08318 4.32385 -0.2023 -0.8654 0.2494 -0.1678
H -1.43590 -0.39251 5.86832 0.2828 0.5995 0.1296 0.4169
H 0.88250 -1.45113 5.74674 0.1180 0.7800 -0.1964 0.4400
H -1.15634 -3.43406 5.45595 -0.3421 0.0378 0.2637 0.2388
H -0.81369 -2.42556 6.95362 -0.7731 -0.1496 0.1422 0.4419
H 1.20184 -4.22938 5.64753 -0.0335 -0.3471 -0.1056 0.0781
H 0.28092 -4.53468 7.18603 0.0336 -0.2340 -0.0985 0.5194
H 3.44593 -3.14354 8.30535 -0.5761 0.7484 -0.0286 0.2923
H 3.35384 -3.89787 6.74988 0.2615 -0.2023 -0.1980 0.0650
H 2.56809 -4.61049 8.12764 -0.6148 -0.1192 0.0569 0.3028
C -7.30991 11.89521 2.41517 0.5245 -0.3802 -0.4696 -0.7288
O -6.88311 11.19025 1.24031 0.3615 0.5818 0.0642 -0.3123
C -6.36967 9.88455 1.44178 -0.9208 -0.9663 -0.3728 -0.4339
C -6.14368 9.20032 0.04761 -0.1357 0.4390 0.1534 -0.6663
N -5.88798 7.74493 0.02701 0.0530 0.8080 1.0888 -0.3410
C -4.62160 7.31846 0.67496 -0.9234 -0.1483 -1.1385 -0.6481
C -4.58210 5.80487 0.64738 0.9600 -0.6191 0.0356 -0.6459
O -4.19411 5.26072 -0.63345 -0.9967 1.1046 0.2273 -0.4063
C -3.78185 3.91419 -0.58563 0.1764 0.6025 0.0437 -0.1485
H -8.10931 11.40274 2.96882 -0.1606 -0.3916 -0.1672 0.3105
H -7.67904 12.87081 2.09885 0.1403 -0.1093 -0.1129 0.2450
H -6.47900 12.02813 3.10800 0.1687 0.1010 0.0484 0.2991
H -7.15415 9.38016 2.00594 -0.1130 -0.7449 -0.1130 0.3066
H -5.49187 9.78627 2.08046 0.4332 0.6851 -0.0422 0.3293
H -5.36774 9.71486 -0.51918 0.4859 0.4336 0.3203 0.3347
H -7.03012 9.41324 -0.54987 -0.2804 -0.2635 0.1727 0.3400
H -5.83406 7.48938 -0.94864 -0.0407 -0.2304 -0.0687 0.2540
H -4.55909 7.66535 1.70640 -0.2980 -0.0719 0.0151 0.4112
H -3.75521 7.72328 0.15190 0.3283 0.0370 -0.0676 0.3336
H -5.54387 5.39968 0.96192 -0.2033 -0.0118 -0.1197 0.3211
H -3.84422 5.48227 1.38191 0.2400 -0.1452 0.1810 0.4322
H -3.97889 3.44387 -1.54899 -0.0549 0.0515 -0.0197 -0.0011
H -4.30904 3.36664 0.19562 0.0655 -0.1694 0.0779 0.2056
H -2.70575 3.95343 -0.41658 0.2031 -0.6358 0.2442 0.1932
C -1.82013 1.62688 -6.21214 -0.0406 0.4086 0.7757 -0.8478
O -2.33913 0.66838 -5.29748 1.1134 -1.6866 -1.3979 0.6389
C -1.76514 -0.64880 -5.57332 -0.1117 0.4870 2.4792 -1.6582
C -0.33246 -0.86717 -4.97076 -0.4886 -0.1526 -2.0718 0.5494
N 0.69783 -0.24005 -5.82812 0.3769 0.1014 0.7211 0.1259
C 2.08867 -0.56587 -5.40295 -1.6147 0.4687 -0.7414 0.1227
C 3.10829 0.10372 -6.31248 0.7068 -0.1741 1.0497 -1.3195
O 3.32950 -0.70996 -7.43642 0.3763 -0.0945 -0.5412 -0.3921
C 4.43898 -0.25484 -8.21274 -0.5290 -0.4117 0.0746 -0.7865
H -2.45919 2.48602 -6.00819 0.2911 0.3287 -0.5422 0.2954
H -1.82602 1.31596 -7.25684 -0.5671 -0.1851 -0.1292 0.3956
H -0.77051 1.83799 -6.00763 -0.0107 0.2042 0.2345 -0.0142
H -1.88259 -1.00593 -6.59643 0.4001 0.6332 -0.4526 0.6667
H -2.42887 -1.31979 -5.02805 0.0348 -0.1059 0.2444 -0.0512
H -0.20551 -1.94829 -5.02699 0.0354 -0.4542 0.4310 0.7954
H -0.23978 -0.56051 -3.92891 -0.2375 0.2153 -0.0931 -0.8696
H 0.58320 -0.62082 -6.75654 -0.0809 0.0314 -0.2569 0.3939
H 2.25444 -1.64168 -5.46010 0.2284 -0.1868 0.0140 0.5397
H 2.15973 -0.29820 -4.34872 0.3333 0.1557 -0.1431 -0.2576
H 4.00609 0.20533 -5.70277 0.6255 -0.3436 0.0566 0.4097
H 2.94782 1.13430 -6.62909 -0.9067 0.1586 0.0130 0.6520
H 4.33967 -0.64534 -9.22553 -0.2668 0.1750 -0.0051 0.2776
H 5.38535 -0.65595 -7.84998 0.1113 0.1306 0.4253 0.2445
H 4.45347 0.83506 -8.21013 0.1812 0.0865 -0.2065 0.3400
C -3.18676 -0.78294 -2.11514 -0.3336 0.0552 0.4753 -0.4890
O -1.91296 -0.45882 -1.62661 0.7621 -1.3541 -0.6691 1.4244
C -1.84107 0.51278 -0.63858 0.2016 1.6224 -0.3324 1.0172
C -0.35933 0.81985 -0.39477 -0.4371 -0.1028 0.3982 -1.0360
N 0.16922 -0.43204 0.06818 1.2574 -0.7014 0.2720 1.6898
C 1.59207 -0.43794 0.45365 -0.4209 -0.4516 0.7559 1.5717
C 1.92305 -1.73986 1.18978 0.3940 -0.1753 0.1605 0.6578
O 3.30275 -1.83420 1.59615 -0.6334 0.6895 0.6871 0.3989
C 3.52093 -1.23769 2.88840 0.4407 -0.4532 -0.3410 -0.6974
H -3.66211 0.13798 -2.45284 -0.3839 -0.1463 -0.3129 0.2538
H -3.79860 -1.29186 -1.37033 -0.1626 0.3286 0.4908 -0.4733
H -3.13884 -1.55449 -2.88359 0.5058 0.4171 -0.3777 0.0776
H -2.34284 0.22928 0.28660 0.1144 -0.3082 0.1827 -1.1088
H -2.34073 1.40537 -1.01502 -0.2092 0.4345 -0.0138 0.4956
H -0.20872 1.59525 0.35634 -0.2367 0.1123 0.1221 0.6673
H 0.18658 1.13813 -1.28291 -0.5098 0.3447 -0.3591 -0.9389
H -0.01322 -1.02237 -0.73078 0.2880 -0.8152 0.1713 -1.1191
H 1.71478 0.37140 1.17338 0.0918 0.2524 -0.0328 -0.8336
H 2.36406 -0.31604 -0.30614 -0.1670 0.2441 -0.6037 -0.5468
H 1.75291 -2.61578 0.56375 -0.0885 -0.0014 -0.2580 -0.1965
H 1.27112 -1.84054 2.05751 -0.0664 -0.0035 0.1873 -0.7739
H 3.28444 -0.17449 2.93043 -0.0367 0.1287 -0.2176 -0.0552
H 4.57447 -1.37889 3.12970 0.0914 0.1676 -0.2184 0.1460
H 2.98207 -1.73289 3.69618 -0.4678 -0.2118 -0.1440 0.2011
C 1.52336 7.27974 3.48340 -0.0117 -0.3952 -0.6808 -0.7842
O 2.06909 6.77808 2.27443 0.9991 1.1517 -0.4240 -0.4051
C 2.33195 5.38303 2.18895 -0.5709 0.4544 -0.4923 -0.3775
C 2.86832 5.05227 0.75973 -1.0324 0.1313 0.1451 -0.4793
N 2.85156 3.61474 0.45495 0.5572 0.4970 1.8889 0.5843
C 3.94031 2.84498 1.08622 0.3090 -0.1755 -1.7148 -0.3330
C 5.33160 3.02734 0.40340 -0.1193 0.4014 1.1573 0.0104
O 6.00449 4.13191 1.00496 -0.1140 0.6766 0.2265 -0.4326
C 7.20600 4.45981 0.36244 0.1033 -0.1537 -0.4762 -0.7025
H 0.53131 6.83586 3.56644 -0.1156 -0.1032 0.7461 0.3012
H 1.39680 8.36136 3.43680 0.0360 -0.0057 -0.5855 0.2556
H 2.17385 7.14256 4.34719 -0.0530 -0.6114 0.1687 0.2949
H 1.34691 4.94067 2.33765 0.0629 -0.8477 -0.0333 0.1283
H 3.00839 5.08066 2.98838 0.1795 -0.1732 0.0555 0.4753
H 3.80069 5.58223 0.56498 0.4645 -0.2045 0.3102 0.1320
H 2.17604 5.49892 0.04605 -0.2659 0.1480 0.0968 0.4321
H 2.89432 3.46603 -0.54312 0.1432 0.0582 -0.2106 -0.3516
H 3.65053 1.80677 0.92415 0.1971 -0.2983 0.1108 -0.6742
H 4.03458 2.97849 2.16390 -0.1079 0.3275 -0.0340 0.7426
H 5.25476 3.23724 -0.66344 -0.3362 -0.2617 -0.2464 -0.1068
H 5.95054 2.14397 0.56044 -0.0043 -0.3166 -0.1691 0.3651
H 7.08048 4.66244 -0.70117 -0.3947 -0.1137 -0.4168 0.2081
H 7.91232 3.63155 0.41906 0.3077 -0.0784 0.2061 0.3006
H 7.65342 5.38312 0.73043 -0.2004 -0.2009 0.6176 0.2917
C -4.67050 4.04226 8.12667 0.6109 -0.1057 -0.8110 -0.7883
O -4.17352 2.80053 7.63431 -0.1213 -0.0891 0.4602 -0.2306
C -4.82795 1.68783 8.26053 -0.0865 -0.3761 -2.0384 -0.7950
C -4.48006 0.38400 7.49004 0.0620 1.3626 -0.2817 -0.3310
N -5.10883 0.37203 6.15232 0.0242 -0.5265 0.1538 -0.4316
C -4.85887 -0.82804 5.36015 -0.9121 -0.0666 -0.2559 -0.5290
C -5.08331 -0.54026 3.87568 0.6448 0.7487 -0.4215 -0.2907
O -4.11418 0.45154 3.45692 -0.0734 0.6536 -0.6360 0.0778
C -4.35572 1.12165 2.18002 -0.3002 -1.7456 0.5994 -1.0293
H -4.39105 4.17004 9.17246 -0.3253 0.1035 0.1508 0.3001
H -5.73096 4.18593 7.91960 -0.3404 -0.4079 0.4552 0.3253
H -4.21421 4.83468 7.53340 0.4130 -0.0903 0.1067 0.2291
H -5.88221 1.83042 8.02324 -0.4331 -0.0350 0.8309 0.3634
H -4.58457 1.60040 9.31941 -0.1011 0.1225 0.0960 0.4502
H -4.83128 -0.45002 8.09762 -0.1825 -0.1398 -0.2129 0.4614
H -3.39286 0.32520 7.43869 0.3283 -0.1850 -0.0676 0.0811
H -4.83885 1.11777 5.52695 0.4337 0.6298 0.7063 0.2811
H -5.60441 -1.58180 5.61337 -0.0672 -0.2673 0.1427 0.4467
H -3.88903 -1.29589 5.52940 0.3737 0.1437 -0.0914 0.0181
H -6.08363 -0.16340 3.66250 -0.2465 0.1988 0.3394 0.5598
H -4.98381 -1.44306 3.27306 0.2162 -0.2221 0.0687 -0.0073
H -3.54379 1.79915 1.91571 -0.0636 0.0721 0.6046 0.2554
H -5.34103 1.58410 2.12179 0.0169 0.3983 0.3980 0.4882
H -4.37624 0.36115 1.39943 0.0821 -0.2073 -0.2423 0.2515
C 0.53884 -9.85265 -2.84740 -0.0646 1.2239 0.5529 -0.8450
O 0.18574 -8.47506 -2.59632 -0.2791 -0.5193 -0.1497 -0.2520
C -0.90542 -8.34425 -1.69358 0.1167 -0.7269 0.1944 -1.0783
C -1.29687 -6.91398 -1.46282 -0.2399 0.5790 0.1295 0.2484
N -1.47730 -6.28741 -2.75866 -0.3685 0.6751 -0.0042 -0.2317
C -2.02824 -4.93574 -2.66726 -0.1896 0.1406 -0.3151 -0.5722
C -1.01687 -3.94663 -2.14310 0.0521 0.9095 -0.9085 2.1134
O 0.11111 -4.00178 -3.05769 0.8478 0.9652 0.9197 -0.8219
C 1.20312 -3.07578 -2.73351 -0.9141 -0.7095 0.0847 0.6393
H 1.35767 -9.84184 -3.56676 -0.1074 -0.0197 0.0754 0.2290
H -0.29408 -10.44381 -3.22802 -0.1734 0.1049 -0.1045 0.3192
H 0.87255 -10.27773 -1.90080 0.1409 -0.3199 0.0221 0.3259
H -0.68821 -8.89153 -0.77630 0.3239 0.1632 0.4896 0.4630
H -1.81321 -8.83491 -2.04468 -0.0325 -0.2009 -0.6969 0.4485
H -0.66017 -6.30152 -0.82438 0.6698 -0.3691 0.1965 -0.1043
H -2.24426 -6.89327 -0.92419 -0.2761 -0.2648 -0.0267 0.2228
H -0.53804 -6.07389 -3.06248 0.2958 -0.5506 -0.6708 0.3959
H -2.95558 -4.84515 -2.10164 0.1247 -0.3950 0.4010 -0.7955
H -2.32131 -4.61585 -3.66720 0.1790 -0.0224 -0.2778 0.5357
H -0.81505 -4.11091 -1.08462 0.7200 -0.2392 0.0928 -0.4283
H -1.42890 -2.94001 -2.21403 -0.1299 0.2222 0.1245 -0.5178
H 0.85255 -2.09226 -2.42062 -0.4649 0.0471 0.1484 -0.6435
H 1.82719 -2.86578 -3.60214 -0.1497 -0.5622 -0.1204 0.2171
H 1.81262 -3.48459 -1.92760 0.0927 -0.0746 0.0217 -0.0890
C -1.11605 3.63228 -3.39163 0.6170 0.1610 -0.6098 -0.6501
O 0.20183 3.36491 -2.93321 0.0080 0.0338 0.5625 -0.3372
C 0.90228 2.37796 -3.70544 -0.3891 0.0065 1.9539 0.4341
C 2.16549 2.06794 -2.91036 0.5409 0.7892 0.3292 0.2372
N 2.90090 3.30213 -2.51863 -0.3255 -0.9499 0.1516 0.4993
C 3.76820 3.79454 -3.54986 -0.9152 1.6372 -0.0443 -0.9753
C 4.30294 5.18320 -3.15364 1.2007 0.2399 0.3596 -0.3253
O 3.28542 6.06352 -2.71119 -0.5185 -0.2996 -0.2611 -0.3195
C 3.70105 7.35854 -2.28336 -0.5111 -0.6042 0.4150 -0.8584
H -1.69867 2.71992 -3.51912 0.1349 -0.2673 -0.4700 -0.1378
H -0.91813 4.19338 -4.30491 -0.9706 -0.1144 -0.4953 0.3905
H -1.73291 4.24682 -2.73593 0.7289 0.2097 0.4641 0.2679
H 1.20209 2.69564 -4.70408 -0.5138 0.1604 -0.2482 1.2107
H 0.25359 1.50247 -3.67662 0.1206 -0.2546 -0.7626 -0.5753
H 2.76096 1.41109 -3.54443 0.4099 0.0771 0.2311 -0.3568
H 2.00647 1.59383 -1.94184 -0.5287 -0.4523 -0.3200 -0.7529
H 2.16823 3.99005 -2.41834 -0.1647 0.3478 0.3566 0.1837
H 3.11362 3.99924 -4.39705 0.4768 -0.3440 -0.9903 0.3784
H 4.54558 3.05112 -3.72628 0.1853 0.3534 -0.3436 0.2488
H 4.88177 5.66884 -3.93927 -0.2161 -0.1323 -0.7236 0.6179
H 5.07850 5.06359 -2.39712 -0.0905 -0.1169 0.7573 -0.1708
H 4.03503 8.00313 -3.09641 0.5218 -0.2403 -0.1110 0.3463
H 4.39132 7.24631 -1.44728 0.5473 0.2139 -0.2321 0.3179
H 2.84197 7.87165 -1.85116 -0.2710 -0.2967 -0.1124 0.2647
C -9.95546 4.41273 -5.02451 -0.4532 0.8671 0.9017 -0.8014
O -8.70210 3.82954 -4.92495 1.1856 -1.0852 -0.5562 -0.2683
C -7.74342 4.19673 -5.94652 -1.6964 0.3866 0.2519 -0.7906
C -6.43389 3.44569 -5.75403 -1.5976 0.0861 0.0225 -0.3819
N -6.63911 1.99236 -5.65958 1.5469 1.0620 -0.5355 -0.4125
C -5.34022 1.36423 -5.28020 -1.4349 -0.1517 -0.2229 0.1444
C -5.54631 -0.11188 -5.01489 -0.0386 0.1886 1.2037 -0.2308
O -6.27165 -0.22238 -3.72162 0.8246 0.4886 -1.7472 -0.3204
C -6.40792 -1.53225 -3.27552 -0.1948 -0.4514 0.3232 -0.4792
H -10.58234 3.97429 -4.24804 0.0147 -0.2082 -0.0830 0.2448
H -10.50523 4.36684 -5.96458 0.3932 -0.4283 -0.4500 0.3122
H -9.88190 5.46664 -4.75622 -0.0360 0.4274 -0.1055 0.3073
H -7.64713 5.28013 -5.87538 0.6946 0.2626 0.1463 0.4314
H -8.24870 4.08354 -6.90568 0.2329 -0.6577 -0.3712 0.4141
H -6.02525 3.91833 -4.86087 0.5231 -0.3240 0.3975 0.1804
H -5.79508 3.70746 -6.59753 0.1796 -0.1669 -0.0534 0.2690
H -7.47180 1.77962 -5.12905 0.4203 -0.1487 0.5627 0.3753
H -4.84848 1.84630 -4.43528 -0.1405 0.0477 0.4539 -0.1783
H -4.65539 1.53277 -6.11128 -0.0557 -0.3161 -0.1807 0.1043
H -4.60597 -0.65947 -4.95173 0.2357 0.1764 0.3357 0.0664
H -6.05452 -0.55480 -5.87142 -0.7257 -0.1209 0.2394 0.5440
H -5.47253 -2.02444 -3.00924 0.5068 0.0383 -0.3462 -0.1309
H -6.93309 -2.15441 -4.00023 -0.1200 -0.1747 -0.0774 0.3430
H -6.95690 -1.53333 -2.33387 -0.3369 0.2429 -0.1070 0.3641
```
Positions in Å, forces in eV/Å.

Properties
**Gap between HOMO and LUMO**: 8.58 eV
**Highest occupied orbital energy**: -8.083 eV
**E**: -144585.1855 eV
**Total charge**: 0
**F_max**: 2.53 eV/Å
**Energy above the lowest of the compared OMol25 structures with the same formula, charge and spin**: 225.5 kJ/mol